9
Properties=species:S:1:pos:R:3:lowdin_charge:R:1 method="wB97M-V/def2-TZVPD" max_force_ev_per_a=2.94 spin_multiplicity=1 gap_ev=8.0 e_homo_ha=-0.3371 de_lowest_kj_mol=585.6 energy_ev=-78194.2386
H 2.291 -0.107 0.794 0.057
N 0.766 1.109 0.053 -0.371
H -2.228 -1.778 -1.615 -0.046
N -1.721 -1.563 -0.785 -0.489
O 1.412 2.112 -0.293 0.004
Br -1.916 -0.242 0.238 1.192
C 1.287 0.059 0.659 0.058
O -0.656 1.097 -0.255 -0.451
H 0.764 -0.687 1.204 0.048